(1)
Computed, not measured: a structure of composition C18H49Li2O9, with ωB97M-V with the def2-TZVPD basis set.

Geometry as XYZ:
```
78
Properties=species:S:1:pos:R:3
Li -1.698 3.066 -0.181
Li -2.182 1.679 2.362
C 0.523 0.134 -0.206
C -0.502 0.467 0.854
O -0.596 1.831 1.162
H 0.319 0.641 -1.145
H 0.620 -0.953 -0.305
H 1.516 0.426 0.147
H -0.371 -0.188 1.737
H -1.480 0.103 0.449
C -0.212 -4.146 0.832
C -1.510 -3.521 1.317
C -2.367 -3.018 0.184
O -2.301 -4.409 2.114
H 0.387 -3.362 0.361
H -0.401 -4.990 0.175
H 0.383 -4.426 1.704
H -1.232 -2.651 1.939
H -3.359 -2.671 0.472
H -2.510 -3.833 -0.536
H -1.880 -2.223 -0.387
H -1.883 -4.456 2.979
C 0.181 2.662 -5.159
C 1.221 2.209 -4.153
C 2.347 1.430 -4.782
O 1.730 3.325 -3.418
H 0.678 3.219 -5.954
H -0.558 3.319 -4.689
H -0.392 1.830 -5.571
H 0.735 1.534 -3.428
H 2.734 1.930 -5.676
H 1.980 0.468 -5.139
H 3.185 1.302 -4.097
H 0.984 3.857 -3.122
C 4.492 -0.824 3.673
C 3.779 -0.536 2.358
C 3.164 -1.796 1.698
O 2.769 0.456 2.578
H 3.773 -1.171 4.424
H 4.951 0.088 4.049
H 5.222 -1.627 3.560
H 4.480 -0.069 1.665
H 3.493 -2.669 2.270
H 3.517 -1.915 0.677
H 2.077 -1.767 1.762
H 2.128 0.028 3.157
C -5.461 -0.974 2.274
C -4.534 -0.246 3.215
C -4.504 -0.929 4.587
O -3.182 -0.215 2.645
H -6.495 -0.707 2.492
H -5.297 -2.052 2.327
H -5.279 -0.718 1.228
H -4.850 0.784 3.397
H -4.107 -0.264 5.357
H -3.916 -1.846 4.573
H -5.543 -1.088 4.879
H -2.797 -1.067 2.881
C -2.985 1.739 -2.468
C -2.770 0.588 -3.419
O -1.678 -0.174 -2.932
O -1.710 2.281 -2.070
H -3.521 1.348 -1.593
H -3.588 2.535 -2.902
H -2.577 0.938 -4.441
H -3.684 0.001 -3.540
H -1.931 -1.099 -2.899
H -1.167 1.477 -2.192
C 3.988 1.662 -0.959
C 5.037 2.319 -0.115
O 4.553 2.599 1.174
O 2.763 2.392 -0.963
H 3.810 0.677 -0.503
H 4.351 1.541 -1.982
H 5.483 3.214 -0.574
H 5.902 1.633 -0.120
H 5.217 2.364 1.825
H 2.538 2.502 -1.897
```

Values from the calculation:
M: 423.463 g/mol
LUMO level: -3.706 eV
E: -1407.236596 Ha
largest force on an atom: 2.24 eV/Å
HOMO level: -0.411 hartree
2S+1: 1
frontier orbital gap: 7.49 eV
net charge: +1

(2)
Computed, not measured: a structure of composition C18H49N11O13Zn2, with ωB97M-V with the def2-TZVPD basis set.

Geometry as XYZ:
```
93
Properties=species:S:1:pos:R:3
Zn 1.985 -3.129 -3.156
Zn 1.564 1.922 -1.757
C 1.904 0.256 -5.589
O 2.511 -0.792 -5.752
O 2.537 1.199 -5.103
O 1.085 -0.112 -4.761
C 2.228 -1.065 0.751
O 1.647 -0.001 0.990
O 1.587 -2.043 0.328
O 2.896 -0.768 -0.242
C 1.730 -8.702 1.964
O 2.202 -8.723 0.885
N 1.668 -9.682 2.831
N 1.394 -7.691 2.596
H 1.014 -9.492 3.577
H 2.024 -10.542 2.440
H 1.346 -6.802 2.118
H 0.829 -7.850 3.418
C 8.909 -0.511 -1.754
O 10.035 -0.228 -2.195
N 8.547 -0.792 -0.549
N 7.882 -0.514 -2.481
H 9.046 -1.202 0.227
H 7.562 -0.643 -0.380
H 7.956 -0.146 -3.419
H 7.018 -0.687 -1.987
C -3.727 -3.020 5.230
O -4.178 -3.958 5.911
N -4.445 -2.155 4.515
N -2.415 -2.878 5.082
H -5.450 -2.226 4.447
H -3.991 -1.732 3.718
H -1.751 -3.310 5.708
H -2.120 -2.301 4.308
C -1.837 4.301 4.440
O -1.562 4.815 3.385
N -1.340 3.173 4.835
N -2.676 4.878 5.336
H -0.741 2.674 4.192
H -1.658 2.669 5.650
H -3.086 5.758 5.058
H -3.002 4.300 6.097
C -4.371 2.321 -1.071
C -4.183 3.235 -2.295
C -5.191 4.373 -2.418
O -5.102 5.087 -3.620
C -6.130 6.087 -3.754
N -2.934 4.007 -2.237
H -5.176 1.643 -1.354
H -4.651 2.990 -0.257
H -3.452 1.795 -0.812
H -4.188 2.672 -3.228
H -5.109 5.119 -1.627
H -6.198 4.002 -2.228
H -5.661 7.067 -3.662
H -6.993 5.970 -3.098
H -6.490 5.901 -4.767
H -3.121 4.695 -2.952
H -3.056 4.458 -1.342
C -3.502 -6.183 -4.669
C -3.097 -5.393 -3.446
C -3.901 -5.588 -2.101
O -4.089 -6.983 -1.930
C -4.231 -7.380 -0.568
N -1.658 -5.860 -3.253
H -2.926 -5.911 -5.553
H -4.491 -5.993 -5.088
H -3.522 -7.273 -4.654
H -3.190 -4.375 -3.823
H -4.816 -5.024 -1.921
H -3.293 -5.201 -1.283
H -4.660 -8.381 -0.602
H -4.833 -6.685 0.018
H -3.222 -7.408 -0.156
H -1.818 -6.595 -2.579
H -1.417 -6.504 -3.992
C 6.077 5.427 -0.322
C 5.189 5.507 0.983
C 5.449 6.866 1.748
O 4.406 7.132 2.601
C 4.405 6.439 3.801
N 3.820 5.516 0.494
H 7.155 5.514 -0.183
H 5.766 6.259 -0.954
H 5.802 4.515 -0.851
H 5.437 4.628 1.578
H 5.432 7.667 1.009
H 6.423 6.821 2.235
H 4.158 5.404 3.565
H 3.571 6.737 4.437
H 5.308 6.383 4.409
H 3.339 6.108 1.156
H 3.808 6.145 -0.296
```

Values from the calculation:
M: 758.434 g/mol
LUMO level: -4.278 eV
E: -5853.657665 Ha
largest force on an atom: 10.16 eV/Å
HOMO level: -0.298 hartree
2S+1: 1
frontier orbital gap: 3.82 eV

(3)
Computed, not measured: a structure of composition C18H4Cl56F3O2S, with ωB97M-V with the def2-TZVPD basis set.

Geometry as XYZ:
```
84
Properties=species:S:1:pos:R:3
C -1.970 -5.767 0.225
C -1.443 -5.835 1.623
C -1.304 -4.447 2.501
S -0.264 -3.153 1.633
O -0.714 -2.802 0.195
O 1.239 -3.614 1.553
C -0.374 -1.585 2.716
F -1.677 -1.618 3.480
F -0.230 -0.358 1.897
F 0.729 -1.715 3.706
H -3.082 -5.365 0.098
H -1.313 -6.032 -0.727
H -1.116 -6.836 2.150
H -0.675 -4.721 3.479
C 4.097 -1.209 4.856
Cl 5.304 -0.664 6.049
Cl 3.014 0.146 4.448
Cl 4.928 -1.770 3.384
Cl 3.142 -2.546 5.546
C -2.790 2.364 1.516
Cl -4.266 2.457 0.521
Cl -2.766 0.816 2.398
Cl -1.357 2.470 0.463
Cl -2.773 3.712 2.680
C 1.441 -1.108 -2.671
Cl 1.743 -1.996 -4.186
Cl -0.168 -0.345 -2.740
Cl 1.503 -2.241 -1.297
Cl 2.686 0.149 -2.461
C -4.473 5.618 6.323
Cl -3.266 6.162 7.515
Cl -5.556 6.973 5.914
Cl -3.642 5.057 4.850
Cl -5.428 4.281 7.012
C 4.210 -5.647 2.166
Cl 3.852 -4.187 1.209
Cl 5.149 -6.792 1.175
Cl 5.154 -5.196 3.608
Cl 2.683 -6.414 2.672
C -0.400 0.117 -7.064
Cl 0.807 0.661 -5.871
Cl -1.483 1.471 -7.472
Cl 0.431 -0.445 -8.536
Cl -1.355 -1.220 -6.374
C -5.228 -4.936 3.774
Cl -5.352 -6.120 5.100
Cl -6.746 -4.928 2.841
Cl -4.940 -3.313 4.452
Cl -3.875 -5.381 2.704
C -0.801 6.548 10.656
Cl 0.459 5.545 9.894
Cl -1.595 7.549 9.414
Cl -2.010 5.494 11.431
Cl -0.058 7.603 11.884
C 2.285 3.341 -9.035
Cl 0.765 2.712 -8.350
Cl 3.668 2.623 -8.171
Cl 2.379 2.918 -10.763
Cl 2.328 5.114 -8.855
C 9.277 -2.165 7.487
Cl 9.689 -3.598 6.513
Cl 8.955 -2.662 9.168
Cl 10.639 -1.016 7.458
Cl 7.826 -1.383 6.810
C 0.545 8.119 -11.649
Cl -1.120 8.188 -11.019
Cl 1.540 9.352 -10.834
Cl 1.231 6.504 -11.340
Cl 0.530 8.433 -13.403
C 3.114 -7.343 -2.112
Cl 2.408 -7.555 -3.734
Cl 3.782 -8.896 -1.547
Cl 4.415 -6.128 -2.184
Cl 1.851 -6.794 -0.981
C -5.804 -3.417 -1.294
Cl -7.323 -4.047 -0.609
Cl -4.421 -4.135 -0.430
Cl -5.710 -3.841 -3.022
Cl -5.761 -1.645 -1.114
C -3.034 10.486 -7.860
Cl -4.509 10.579 -8.855
Cl -3.010 8.939 -6.977
Cl -1.600 10.593 -8.912
Cl -3.017 11.834 -6.695
```

Values from the calculation:
M: 2326.657 g/mol
LUMO level: 1.023 eV
E: -27306.830653 Ha
largest force on an atom: 6.87 eV/Å
HOMO level: -0.151 hartree
2S+1: 1
frontier orbital gap: 5.13 eV
net charge: -1